ORCA calculation (the ωB97M-V functional and the def2-TZVPD basis) on C27H44BrNOP2RuS as an isolated structure at a distorted geometry.

Structure (XYZ):
```
78
Properties=species:S:1:pos:R:3:forces:R:3:mulliken_charge:R:1
H -0.547532 0.941843 -4.521523 -0.065 0.359 0.219 0.279
C -2.494734 0.254824 4.586737 -0.223 0.352 3.458 -0.108
C -1.453035 0.620739 2.519665 1.490 1.564 2.071 0.129
H -3.977435 -0.009723 -2.124471 -0.394 -0.319 -0.071 0.556
H 1.054796 -4.225655 2.854433 0.124 0.190 -0.164 0.451
H 4.089404 -2.635767 1.224038 0.050 0.371 -0.154 0.320
H 4.701918 -2.091821 -0.339963 -0.232 0.139 0.266 0.447
C 2.968390 -0.426616 3.602589 0.210 0.023 0.561 -1.451
H -0.549204 3.851495 3.110603 0.062 0.096 -0.056 0.167
C 0.425875 -1.224576 -2.212011 -0.041 0.042 0.367 0.136
H 2.669864 -0.068635 -3.338953 -0.011 0.201 -0.030 0.254
C -3.548620 -0.443424 3.979083 -0.390 -0.524 -1.123 -0.519
H 0.126414 -1.949273 2.875457 0.156 -0.002 -0.097 0.377
C -2.946173 -1.868898 -1.582811 -0.093 -0.626 -0.328 0.606
C -2.362468 -0.203113 1.877424 0.232 -0.633 -0.986 0.045
H -0.684560 1.450355 4.284382 -0.106 0.009 0.605 0.654
O 0.310394 3.000034 0.234960 -0.095 -1.220 0.103 -0.795
C -3.454564 -0.710353 2.608114 -0.346 -0.098 1.022 -0.581
H 2.731776 -0.749137 -0.794304 0.059 -0.244 0.316 0.144
H 3.197154 0.744892 1.783642 -0.260 -0.180 0.025 0.527
H 2.192868 -0.946201 4.181984 0.245 0.057 -0.169 0.341
P 1.459666 -0.832953 1.221474 1.045 -0.877 -0.215 1.298
H 3.335642 1.565609 -3.408819 -0.091 -0.162 -0.145 0.470
N -4.371869 -2.961884 -3.692171 2.054 1.415 3.019 0.112
H -1.864108 -3.768397 -1.601594 -0.431 -0.249 -0.010 0.535
C 2.408643 0.994884 -3.297640 0.341 0.176 -0.253 -1.286
H -0.113110 -1.876980 -1.507698 0.145 0.000 -0.163 0.096
H 1.692500 5.387040 0.473289 -0.013 0.098 -0.134 0.363
H -4.388353 -0.766070 4.585823 0.064 -0.194 -0.158 0.517
H 1.701646 1.073072 2.652272 0.235 -0.088 0.127 0.362
C -0.070720 -1.449977 -3.635700 -0.058 -0.304 -0.178 -1.790
H 0.103622 -2.507507 -3.874601 -0.073 0.239 -0.081 0.481
S -0.374720 4.281654 0.755880 0.143 0.483 0.413 0.417
H -0.089876 -2.590998 1.265822 0.223 -0.034 0.092 0.138
C -2.672912 -3.185920 -2.032038 -0.736 0.777 -0.227 -0.187
H 2.229161 -2.398401 -0.429856 0.029 0.223 0.190 0.615
H -5.348289 -1.121122 -3.879339 0.157 -0.200 -0.090 0.441
H -0.018972 2.524931 -3.876851 -0.256 -0.222 0.043 0.365
H 2.517476 1.221697 -1.151634 -0.261 0.080 -0.175 0.480
H 2.433573 -3.132885 3.009216 -0.267 -0.134 -0.308 0.280
C -3.845891 -1.067086 -2.341296 0.293 -1.082 0.231 -0.037
C -0.810024 1.765139 -3.846787 -0.201 0.078 -0.359 -1.415
C 2.395790 0.259288 2.361832 -0.078 0.182 -0.211 -0.534
C 1.624454 -3.445852 2.332477 0.117 -0.190 0.140 -1.315
C 4.076770 -1.795048 0.515838 0.358 -0.182 0.289 -1.448
H -1.728894 2.223953 -4.229089 0.245 0.004 -0.057 0.481
H -4.176094 -1.341894 2.097685 -0.054 0.142 0.224 0.594
Ru 0.030813 0.797206 0.686838 -1.828 -0.184 -1.956 -1.096
H 3.407400 0.338225 4.257486 -0.113 -0.206 -0.163 0.472
P 0.249522 0.484607 -1.528774 1.989 0.205 -1.449 1.072
H -0.636826 1.321098 2.126953 -1.002 0.361 1.219 0.403
H 0.293802 6.517606 0.579545 0.008 0.129 -0.032 0.504
H 0.475434 -0.854835 -4.382623 -0.273 -0.247 0.338 0.324
H -1.149780 -1.264693 -3.711324 0.265 0.084 -0.210 0.353
H 0.570206 5.622004 -0.936554 0.110 0.045 0.051 0.382
H 1.538026 2.454890 -1.920767 0.054 -0.262 -0.034 0.534
C -1.980648 -0.564080 0.508382 -0.459 -0.833 0.256 0.123
C 1.790598 1.385209 -1.962000 -0.166 0.117 -0.106 -0.515
H 2.055213 -3.903678 1.431017 -0.077 0.174 0.312 0.357
C -2.437697 -1.406934 -0.349790 0.606 2.165 0.094 0.074
H 1.481537 -1.519083 -2.158559 -0.403 0.247 0.014 0.628
Br -2.288159 0.498683 6.472018 -0.785 -0.497 -1.654 0.208
C 0.682850 -2.283846 1.987669 -0.271 0.001 0.367 -0.439
H 4.545665 -0.913717 0.974683 -0.065 -0.319 -0.100 0.300
C -4.574563 -1.689512 -3.355987 -1.143 0.651 -1.083 -0.632
C -3.470139 -3.709279 -3.049427 -0.164 -1.396 -0.930 -0.544
C 0.672359 5.593915 0.147571 -0.127 -0.279 -0.142 -1.113
H -1.423393 2.153425 -1.812192 0.097 -0.153 -0.099 0.669
H -1.956778 0.587859 -2.399421 0.282 0.235 -0.134 -0.679
H 3.777742 -1.127936 3.351939 -0.388 0.182 0.016 0.315
C 0.127743 4.433784 2.481404 -0.251 -0.222 -0.222 -0.852
H -3.380253 -4.761067 -3.325050 0.025 0.141 -0.167 0.444
H 1.767883 1.237214 -4.152235 0.200 -0.103 0.224 0.322
C -1.478324 0.843697 3.883720 1.000 0.262 -2.461 -0.525
C 2.665992 -1.491894 0.015081 -0.105 0.087 -0.563 -0.612
H 0.046591 5.491161 2.739765 0.059 -0.117 0.149 0.527
H 1.154760 4.070651 2.551251 -0.006 0.173 0.057 0.312
C -1.113218 1.294041 -2.426187 -0.374 0.025 0.571 0.675
```
Positions in Å, forces in eV/Å.

Calculated values
Maximum force in eV/Å: 3.92
2S+1: 5
HOMO (alpha / beta) in eV: -19.47 / -19.85
Energy in a.u.: -4933.25804
Charge: +4
LUMO level (alpha / beta) in eV: -12.7 / -15.3
Relative energy (zero: lowest compared OMol25 entry of this formula, charge and spin) in kJ/mol: 0.0

***

ORCA calculation (the ωB97M-V functional and the def2-TZVPD basis) on a 7-piece molecular cluster, C27H44Cl12N2 overall at a distorted geometry.

Structure (XYZ):
```
85
Properties=species:S:1:pos:R:3:forces:R:3:mulliken_charge:R:1
Cl -8.350858 1.525549 7.044084 0.039 -0.054 -0.015 -0.189
Cl -3.240626 -1.084605 4.035232 0.016 0.041 0.080 -0.216
C 2.513479 -1.562715 -0.262640 1.447 0.855 2.434 0.407
H 1.740306 1.605896 -2.612254 -0.722 0.955 -1.417 0.150
H -7.660202 6.316075 10.210548 -0.097 -0.125 -0.014 0.299
H 0.210988 -2.663445 -2.474876 1.825 0.618 0.838 0.309
H 1.697455 1.676903 -6.791356 0.463 -1.097 1.323 0.289
Cl -10.587424 4.234658 9.322609 -0.071 0.035 0.081 -0.191
C 5.106449 -0.823853 -0.615183 -1.589 0.162 2.743 -0.518
Cl 5.867345 0.876750 -8.636075 0.068 -0.039 -0.064 -0.173
Cl -10.911337 -0.603608 6.301681 -0.039 -0.065 0.043 -0.175
Cl 9.354856 -1.989860 3.713384 -0.037 0.021 -0.005 -0.180
C -8.406396 5.880457 9.542189 -0.040 0.099 0.151 -0.463
H 3.633235 -3.315284 -6.119670 -0.569 1.175 1.234 0.348
H 3.952016 0.867004 -6.894261 -0.880 -0.938 1.536 -0.167
C -11.022502 0.935785 7.190669 -0.033 0.281 0.111 -0.415
H 5.557778 -0.733191 -11.952141 0.014 0.018 0.147 0.303
H 10.403388 -0.781197 0.378453 -0.096 -0.048 0.104 0.287
H -10.223726 2.929197 7.156116 0.062 -0.220 -0.038 0.045
H 1.869814 -1.287287 2.042019 1.601 0.104 -1.877 -0.314
C 10.068944 -0.682835 1.413706 0.231 -0.214 -0.073 -0.422
C 1.273848 2.240263 -3.463417 0.276 -0.056 0.674 -0.908
H -1.250002 -2.775233 2.764035 -0.002 0.189 0.063 0.341
H -6.734411 -1.891310 5.735012 -0.116 0.014 -0.110 0.304
C 3.371233 0.288617 -6.076417 -0.701 0.622 -0.718 -0.120
H -10.869273 0.726863 8.250846 0.084 -0.003 -0.167 0.303
H 6.315435 -0.029140 1.183583 -2.029 -0.839 -0.355 -0.105
H -8.603951 3.983813 10.577462 -0.079 0.090 -0.167 0.301
H 6.453882 -1.188248 -9.616747 -0.130 0.139 -0.018 0.319
H 1.620913 -3.457414 -4.704073 0.856 1.643 0.544 0.406
H -10.123835 2.100779 5.596444 0.046 -0.152 0.126 0.343
H 4.402283 -2.056927 -5.009738 -1.518 -0.558 -0.289 0.333
H 4.965967 0.838053 -11.396824 0.001 -0.115 0.149 0.309
H 1.082420 3.290621 -3.013190 0.279 -1.738 -0.795 0.293
H -3.116448 -1.403292 1.716785 0.120 -0.034 0.093 0.303
H -8.971789 -1.522179 4.586320 0.213 -0.018 -0.146 0.076
C 5.295084 -0.445667 0.869094 -3.151 -1.376 -2.846 0.115
Cl -7.518944 5.183457 8.164585 -0.073 -0.016 -0.015 -0.157
C 1.211621 -2.295541 -2.027595 0.701 0.380 1.087 -0.442
H 10.551895 -2.731642 1.840563 -0.030 0.141 0.007 0.325
H -7.822508 -0.198536 4.352443 0.048 -0.128 0.015 0.200
Cl 8.674780 0.425656 1.401357 0.229 0.129 0.051 -0.204
H -2.282811 0.074225 2.215313 0.038 -0.134 0.129 0.335
C 3.426924 -2.358658 -5.517110 -0.180 1.211 -1.292 -0.595
H 2.041222 -1.338780 -6.966642 1.588 0.303 0.044 0.414
N 3.672752 -1.646608 -2.598233 -4.278 -1.003 1.843 -0.294
C 2.270378 2.316697 -4.726930 -0.641 0.185 0.161 -0.432
C 4.060675 -0.615782 1.823297 -1.394 -1.261 -3.385 -0.482
H 1.367527 -1.654145 -4.944467 1.217 -1.183 0.704 0.191
C -2.428725 -0.980896 2.452859 0.100 -0.013 -0.280 -0.445
C 5.209845 -0.177013 -11.078657 0.201 0.045 -0.125 -0.431
H 0.264360 1.751047 -3.704375 1.440 0.848 0.141 0.276
C 6.281519 -0.183162 -10.006321 0.103 -0.094 -0.202 -0.524
C 2.010868 1.134148 -5.823479 0.472 0.840 0.074 -0.592
N 1.207894 -2.053920 -0.619803 4.020 0.595 -4.936 -0.358
C -1.119745 -1.744536 2.429169 -0.188 -0.136 -0.279 -0.130
H -9.639455 5.277832 11.194810 0.018 0.022 -0.139 0.331
Cl -7.229234 -3.845655 4.539867 -0.004 -0.055 -0.040 -0.204
C 3.126502 -1.198798 -6.634487 1.134 -0.447 0.629 -0.538
H -12.043156 1.302838 7.060609 0.138 0.002 -0.057 0.322
H 2.138640 3.362321 -5.210136 0.233 -1.813 0.642 0.328
H 5.981247 -0.697467 -1.356952 -1.698 -0.267 1.321 0.328
C -6.883561 -2.103051 4.673696 0.058 0.296 0.050 -0.176
H -5.946461 -1.902310 4.152007 -0.176 -0.076 -0.007 0.081
H 1.118392 0.473963 -5.522612 1.428 0.922 -0.242 0.298
H -9.037613 6.687263 9.165636 0.029 -0.177 0.002 0.309
H -0.720265 -1.764390 1.412164 -0.021 0.065 0.061 0.064
H 7.221582 0.187767 -10.420099 -0.137 0.004 -0.018 0.363
H 3.993374 0.327964 -5.117842 -0.824 -0.398 -1.289 0.349
Cl -8.179530 -1.390906 2.366154 -0.010 -0.037 -0.082 -0.208
C 2.397350 -2.116005 -3.025654 0.917 0.684 2.283 0.412
H 8.843834 -2.472779 1.460558 0.060 0.141 0.103 0.317
C 2.139014 -2.428770 -4.567895 -0.018 -0.192 0.368 -0.634
C 3.735875 -1.365755 -1.188943 0.066 0.263 0.744 0.366
Cl 0.121435 -0.982874 3.455740 -0.330 0.061 0.385 -0.259
C -9.217506 4.839041 10.288277 0.258 0.126 0.209 -0.415
Cl 3.707266 -0.961981 -10.533153 -0.017 0.034 0.025 -0.163
C -10.037010 1.966100 6.676396 -0.278 0.140 -0.099 -0.233
H 10.870366 -0.213125 1.986480 -0.189 -0.051 0.016 0.340
C 9.710877 -2.047176 1.969419 0.054 -0.040 -0.194 -0.473
C -8.015423 -1.251153 4.135128 0.022 0.016 0.299 -0.077
H 3.343566 2.274205 -4.328766 -1.475 0.005 -0.669 0.324
C 2.720126 -1.177927 1.266440 3.329 0.974 -0.475 0.217
H 4.131083 -0.328390 2.937575 -0.136 -0.575 -2.086 0.330
H 3.884820 -1.376781 -7.491803 -1.550 0.293 1.155 0.015
```
Positions in Å, forces in eV/Å.

Calculated values
Maximum force in eV/Å: 6.39
HOMO in eV: -8.29
SMILES string: CCCCCCCc1cnc2ccccc2n1.ClCCCl.ClCCCl.ClCCCl.ClCCCl.ClCCCl.ClCCCl
Energy in a.u.: -6686.79288
LUMO level in eV: -0.5

***

ORCA calculation (the ωB97M-V functional and the def2-TZVPD basis) on one molecule with the formula C27H44Cl2N3O2P at a distorted geometry.

Structure (XYZ):
```
79
Properties=species:S:1:pos:R:3:forces:R:3:mulliken_charge:R:1
C -5.153824 0.917301 0.489171 0.033 -0.147 -0.541 -1.066
H -6.706480 -0.399009 -0.329993 0.338 -0.115 0.197 0.394
H -0.038272 3.257175 1.660937 0.087 -0.036 -0.314 0.394
H -1.566760 -1.129786 -1.118541 0.048 0.006 0.316 0.322
C -2.444115 3.467135 1.058447 -0.474 0.934 -1.527 -0.619
C -1.389674 -1.864807 -0.313701 -0.142 -0.218 -0.323 0.274
H 1.186140 4.974902 -2.701967 -0.475 -0.038 -0.348 0.281
H -3.635571 3.535082 -0.780187 -0.084 0.207 0.337 0.388
H 0.756859 -2.064371 -0.567925 -0.048 -0.300 0.111 -0.168
H -5.763633 0.471514 -1.510044 -0.103 -0.098 0.238 0.284
N 0.479086 4.539823 -2.109689 0.947 0.167 0.557 -0.584
C 0.967234 -2.863129 1.953579 1.088 -0.813 0.565 -0.386
H 5.987612 -0.316598 -0.133684 0.105 -0.309 -0.086 0.247
H 1.046289 -3.071280 3.032505 -0.263 0.075 -0.209 0.515
H 3.018207 -2.280417 2.430266 -0.205 -0.138 -0.265 0.509
H 3.939219 -2.513041 -0.133347 0.476 0.348 -0.593 -0.941
H -1.243490 -1.265113 0.595511 0.193 -0.314 -0.129 -0.319
H 0.679963 -4.637897 -0.815403 -0.261 0.073 0.070 0.444
H -0.207069 -2.794327 -1.831197 0.054 0.028 0.230 0.592
C 4.613881 -1.861859 -0.696114 0.828 0.418 0.195 1.796
C 2.434352 1.052239 -0.789260 0.278 -0.547 0.835 -0.536
C 5.296111 -1.168942 1.701706 0.479 0.362 -0.652 -0.393
H -3.549963 1.229378 -0.972866 -0.094 0.183 0.144 0.387
H -4.361699 -2.221792 1.135983 -0.178 0.520 -0.061 0.304
H -3.011460 -2.983966 -1.179979 0.099 -0.429 0.345 0.212
C 1.606124 1.760281 0.121113 -0.873 0.662 0.869 0.120
C -3.817062 -1.672163 0.357686 0.797 -1.306 -0.839 -0.097
H -2.617470 -3.516354 0.506287 0.089 0.088 -0.249 0.470
C -0.137479 -2.678399 -0.736733 -0.975 -0.002 -0.393 -0.320
H 1.359726 2.676914 -4.288264 0.241 0.194 -0.227 0.309
H -5.006086 0.394221 1.443043 -0.190 0.215 -0.094 0.301
H -0.153894 -4.721541 1.936918 0.130 0.086 -0.122 0.393
C 0.062728 3.703363 0.673725 0.056 1.041 -0.611 -1.489
H 0.225996 -2.065504 1.857559 0.093 -0.189 -0.230 -0.185
H 0.585451 4.663371 0.844420 -0.014 -0.279 0.043 0.330
C -3.706473 3.095549 0.223467 0.268 -0.839 0.125 -1.171
O -0.204329 0.840915 1.894676 0.293 0.982 0.019 -0.400
N 3.081622 -0.061084 -0.340692 0.215 0.502 -0.843 0.007
H -3.038283 1.120808 0.706368 -0.007 0.044 -0.408 -0.444
C 1.097677 3.358969 -1.612479 -0.313 0.661 0.504 -0.132
C 1.888759 2.672966 -2.475649 0.437 -0.685 -0.675 0.765
C 2.402354 -2.397684 1.529859 -1.344 0.130 0.784 -0.168
H 2.338342 -1.407781 1.058013 0.316 -0.738 0.031 -0.710
H -2.732710 4.263902 1.754592 0.328 -0.309 0.194 0.459
N 3.355227 0.874988 -3.049351 -0.006 -0.635 1.559 -0.627
H -4.150169 -1.151254 -1.746907 0.090 0.219 0.365 0.407
C 0.941168 2.900823 -0.262490 -0.311 0.072 -0.177 0.861
C -4.726940 -1.283390 -0.820711 -0.858 -0.126 0.644 -0.625
Cl 5.338880 -2.856650 -2.010448 -0.222 0.013 0.035 -0.220
C -3.803387 1.550712 0.045965 -0.246 0.029 0.776 0.613
H -0.952869 -4.669153 -0.191918 0.005 0.357 -0.230 0.389
C -5.679562 -0.081298 -0.558350 0.312 0.364 -0.494 -0.949
C 3.853122 -0.646972 -1.217588 -0.333 -0.635 0.109 -0.251
H -0.463744 0.594378 2.793222 0.063 -0.151 -0.082 0.269
H -2.020016 2.605583 1.580197 -0.362 0.151 0.065 0.306
C 2.588544 1.491359 -2.102367 -0.633 1.201 -0.824 0.356
H -3.269788 -0.833262 0.793319 -0.452 -0.063 0.056 -0.073
Cl 1.962088 2.582403 3.198325 -0.413 0.332 -0.366 -0.309
H 6.682635 -1.898399 0.116448 -0.353 -0.184 0.135 0.520
O 2.032705 3.141135 -3.770346 -0.279 -0.149 0.311 -0.610
C -0.021295 -4.097383 -0.160780 1.232 -0.100 0.438 -0.906
H 5.784637 -0.269842 2.098309 0.114 -0.429 0.214 0.386
H 4.222264 -0.961957 1.771166 0.557 -0.170 -0.046 -0.197
C 0.565932 -4.201046 1.291357 -0.451 0.464 -0.252 -0.933
H -5.915009 1.693515 0.640838 0.177 -0.110 0.021 0.534
C 3.967039 -0.172362 -2.551599 0.736 -0.389 -0.964 -0.697
H -1.474609 5.121936 0.020667 -0.071 -0.257 -0.099 0.262
H 4.628443 -0.720232 -3.223214 -0.215 0.138 0.093 0.465
H -1.444040 3.632417 -0.917384 -0.191 -0.091 0.266 0.710
P 1.440794 1.072027 1.828686 0.772 -1.769 -0.147 0.409
H 2.899763 -3.138587 0.893197 -0.476 0.067 0.257 0.364
C -2.708757 -2.662657 -0.173311 -0.036 1.181 0.138 -0.939
H 0.326390 5.201483 -1.353057 -0.260 -0.179 -0.054 0.304
H 1.471743 -4.820977 1.247659 -0.259 0.028 0.184 0.397
C -1.359263 4.031899 0.097524 0.539 -0.377 0.994 -0.873
H -5.367025 -2.158939 -1.016221 0.242 0.153 -0.095 0.320
C 5.754105 -1.331054 0.225507 -0.513 0.840 0.076 -0.812
H -4.616903 3.483747 0.694297 0.137 -0.127 -0.068 0.514
H 5.589960 -2.061956 2.261238 -0.307 0.252 0.194 0.267
```
Positions in Å, forces in eV/Å.

Calculated values
Maximum force in eV/Å: 1.94
HOMO in eV: -8.65
SMILES string: CCCCCCCCCCCCCCCCc1c(N)c(O)c2ncc([C@@H](Cl)CC)nc2c1P(O)Cl
Energy in a.u.: -2631.69592
LUMO level in eV: -0.5